Density functional theory data (ωB97M-V with the def2-TZVPD basis set) for 2 unconnected molecules or ions with the total composition C5H9N3O4.

Each line ends with the Mulliken charge.
CARTESIAN COORDINATES (ANGSTROEM)
1 C 0.6375 0.1071 1.3515  0.002
2 C -0.5205 -0.2327 2.0257  0.397
3 C 1.6988 0.9333 1.7300  0.835
4 C 0.0654 0.6332 -2.6915  0.482
5 C -1.5829 -1.1206 1.4188  -1.141
6 N -1.3358 0.8057 -2.9477  -0.462
7 N 0.2954 -0.4494 -1.8188  0.202
8 N 1.3685 -0.6263 -1.0554  -0.775
9 O 1.6953 1.5784 2.8328  -0.723
10 O 2.6065 1.1033 0.7785  -0.502
11 O 0.8977 1.3391 -3.2050  -0.527
12 O -0.6232 0.2310 3.2659  -0.544
13 H -1.3482 -2.1157 1.6634  0.314
14 H -2.5683 -0.9774 1.7190  0.445
15 H -1.5191 -1.0311 0.3085  0.095
16 H -2.0978 0.1028 -2.8365  0.232
17 H -1.2474 1.3091 -3.8533  0.277
18 H -0.4300 -1.1540 -1.6862  0.279
19 H 1.4441 -1.5327 -0.6412  0.227
20 H 2.3762 0.4531 0.0391  0.489
21 H 0.1877 0.6440 3.6026  0.399

The value obtained for the HOMO energy (alpha / beta) is -0.3302 / -0.3390 Ha. As for the charge: 0. Its energy relative to the best compared isomer or geometry (same formula, charge and spin) is 58.9 kcal per mole. The calculation puts the orbital gap (alpha / beta) at 8.440 / 8.479 eV.

---

Density functional theory data (ωB97M-V with the def2-TZVPD basis set) for a molecular structure, C35H37Ge2N6O2V.

Each line ends with the Mulliken charge.
CARTESIAN COORDINATES (ANGSTROEM)
1 V -0.2457 0.6796 -0.4650  0.650
2 C 1.5705 5.7910 3.2698  -1.537
3 C 0.7288 4.8009 2.5119  0.366
4 C -0.2540 4.0435 3.1497  -0.843
5 C -0.9871 3.0962 2.4596  -0.239
6 C -0.7858 2.8831 1.1002  -0.355
7 N -1.4530 1.8638 0.3750  0.558
8 C -2.8519 1.9652 0.2678  0.631
9 C -3.5159 3.1450 0.6247  -0.440
10 C -4.8788 3.3096 0.4790  -1.347
11 C -5.6677 2.3074 -0.0734  0.111
12 C -7.1441 2.4819 -0.2975  -1.559
13 C -5.0222 1.1453 -0.4607  -0.610
14 C -3.6570 0.9564 -0.2820  0.812
15 N -3.1224 -0.3004 -0.7075  0.048
16 C -3.8050 -1.4419 -0.9138  -0.058
17 C -2.9473 -2.3650 -1.4657  -1.533
18 C -1.7290 -1.7031 -1.5497  -0.352
19 N -1.8308 -0.4560 -1.0839  -0.088
20 C 0.1806 3.6592 0.4593  0.309
21 C 0.9403 4.5866 1.1579  -0.411
22 N 0.4100 3.5174 -0.9502  0.072
23 C 0.7806 4.4775 -1.8192  -0.120
24 C 0.9716 3.8886 -3.0472  -1.310
25 C 0.6845 2.5387 -2.8439  -0.335
26 N 0.3429 2.3222 -1.5770  0.600
27 H 1.0976 6.0664 4.2106  0.389
28 H 1.7314 6.6982 2.6882  0.377
29 H 2.5492 5.3657 3.4989  0.301
30 H -0.4325 4.1883 4.2077  0.408
31 H -1.7359 2.5000 2.9662  0.551
32 H -2.9383 3.9640 1.0278  0.427
33 H -5.3319 4.2454 0.7821  0.384
34 H -7.5364 3.3029 0.3001  0.380
35 H -7.6914 1.5770 -0.0339  0.373
36 H -7.3552 2.7029 -1.3454  0.312
37 H -5.5996 0.3685 -0.9441  0.464
38 H -4.8400 -1.5357 -0.6405  0.463
39 H -3.1612 -3.3833 -1.7349  0.505
40 H -0.7858 -2.0775 -1.8997  0.543
41 H 1.7182 5.1375 0.6428  0.589
42 H 0.8626 5.5035 -1.5060  0.516
43 H 1.2609 4.3715 -3.9629  0.435
44 H 0.6900 1.7263 -3.5527  0.494
45 O 2.6101 0.8202 0.3143  -0.465
46 N 1.4532 0.7632 0.2769  0.412
47 O 0.7805 -0.8104 0.0985  -0.065
48 C 3.5695 -3.9580 -2.8823  -1.230
49 Ge 2.8169 -2.2681 -2.2789  0.897
50 C 4.2066 -0.9067 -2.1661  -1.103
51 C 1.4189 -1.6808 -3.5215  -1.060
52 Ge 1.7528 -2.4068 -0.0712  -0.666
53 C 2.9617 -2.3705 1.4241  0.359
54 C 2.5695 -1.9579 2.6957  0.203
55 C 3.4774 -1.9741 3.7440  -0.762
56 C 4.7798 -2.4053 3.5313  -0.474
57 C 5.1800 -2.8180 2.2697  -0.795
58 C 4.2740 -2.7952 1.2177  -0.166
59 C 0.2913 -3.6517 0.1829  0.126
60 C -0.5933 -3.4651 1.2464  -0.022
61 C -1.6264 -4.3639 1.4628  -0.728
62 C -1.7885 -5.4544 0.6167  -0.502
63 C -0.9170 -5.6472 -0.4444  -0.739
64 C 0.1220 -4.7481 -0.6585  0.233
65 H 4.0013 -3.8063 -3.8723  0.412
66 H 2.8160 -4.7415 -2.9489  0.414
67 H 4.3576 -4.2932 -2.2088  0.375
68 H 4.7863 -0.8950 -3.0899  0.455
69 H 4.8773 -1.1160 -1.3336  0.388
70 H 3.7707 0.0800 -2.0135  0.316
71 H 1.8631 -1.4217 -4.4831  0.510
72 H 0.9010 -0.7987 -3.1362  -0.011
73 H 0.6860 -2.4709 -3.6863  0.373
74 H 1.5571 -1.6139 2.8726  0.260
75 H 3.1685 -1.6506 4.7297  0.413
76 H 5.4856 -2.4182 4.3514  0.392
77 H 6.1954 -3.1529 2.1021  0.415
78 H 4.5942 -3.1130 0.2307  0.223
79 H -0.4804 -2.6135 1.9067  0.159
80 H -2.3058 -4.2189 2.2931  0.435
81 H -2.5916 -6.1593 0.7891  0.417
82 H -1.0400 -6.5016 -1.0977  0.428
83 H 0.8052 -4.9099 -1.4859  0.239

Its spin multiplicity is 2. The value obtained for the HOMO energy (alpha / beta) is -0.3730 / -0.3788 Ha. As for the charge: +1. Its energy relative to the best compared isomer or geometry (same formula, charge and spin) is 0.0 kcal per mole. The calculation puts the orbital gap (alpha / beta) at 7.496 / 7.696 eV.

---

Density functional theory data (ωB97M-V with the def2-TZVPD basis set) for a molecular structure, C27H33ClN2O4Sc.

Each line ends with the Mulliken charge.
CARTESIAN COORDINATES (ANGSTROEM)
1 Sc -1.1246 0.1059 -0.1300  -2.034
2 Cl -3.4911 0.2587 1.5298  -0.252
3 N -0.2509 2.2171 -0.4052  0.534
4 N -0.4989 -2.0809 -0.2222  0.284
5 C -1.0674 3.0133 -1.0849  0.632
6 C -1.0107 -2.8657 -1.1494  0.617
7 C 0.9376 3.0330 -0.0783  1.389
8 C 0.3700 4.4533 -0.1447  -0.794
9 C 1.9909 2.8304 -1.1595  -1.340
10 C 1.5221 2.7256 1.2791  -1.825
11 H 1.5790 3.0310 -2.1584  0.172
12 H 2.3520 1.7943 -1.1298  0.210
13 H 2.8427 3.5069 -0.9873  0.466
14 H 0.7573 2.8446 2.0506  0.366
15 H 2.3540 3.4178 1.4845  0.492
16 H 1.9111 1.7011 1.3070  0.136
17 C 0.5282 -2.8594 0.5138  1.503
18 C 0.5603 -4.1910 -0.2353  -0.785
19 C 0.0755 -3.0549 1.9473  -1.413
20 C 1.8582 -2.1344 0.4378  -1.210
21 H 2.1340 -1.9732 -0.6129  0.438
22 H 2.6431 -2.7288 0.9318  0.392
23 H 1.7778 -1.1621 0.9416  -0.274
24 H -0.8837 -3.5955 1.9648  0.452
25 H -0.0601 -2.0722 2.4158  -0.062
26 H 0.8291 -3.6186 2.5132  0.437
27 O -0.5007 -4.0764 -1.2419  -0.440
28 H 0.3148 -5.0697 0.3745  0.301
29 H 1.4916 -4.3774 -0.7848  0.337
30 O -0.8164 4.3047 -1.0018  -0.468
31 H 1.0091 5.2129 -0.6142  0.287
32 H 0.0209 4.8111 0.8352  0.376
33 C -2.1549 2.4882 -1.9723  -1.388
34 C -2.0656 -2.3971 -2.0985  -1.123
35 C -1.5067 -1.1632 -2.7934  -0.246
36 H -2.9768 -2.1951 -1.4905  0.133
37 H -2.2894 -3.1924 -2.8245  0.323
38 C -1.3280 0.0636 -2.1338  2.959
39 C -1.5711 1.3005 -2.7384  -0.567
40 H -2.9954 -0.1080 0.4231  0.354
41 C -0.9049 1.3534 -3.9742  1.424
42 C -0.4830 0.1291 -4.4965  -2.206
43 C -0.6764 2.6816 -4.5775  -1.712
44 C -0.8222 -1.1438 -4.0066  1.310
45 H 0.0235 0.1575 -5.4392  0.219
46 C -0.5087 -2.4438 -4.6387  -1.699
47 H -0.0038 -2.2124 -5.5609  0.445
48 H -1.4395 -2.9703 -4.8331  0.301
49 H 0.1193 -3.0545 -3.9901  0.230
50 H -1.6250 3.2080 -4.6477  0.273
51 H -0.2745 2.4827 -5.5574  0.463
52 H 0.0231 3.2713 -3.9848  0.205
53 H -2.4827 3.2775 -2.6687  0.332
54 H -3.0163 2.2299 -1.3083  0.206
55 O -0.9813 1.6919 3.0924  -0.697
56 C -0.3362 0.6520 2.9050  -0.246
57 O -0.1310 0.0628 1.7447  0.387
58 C 0.2999 0.0116 4.1222  0.540
59 C 1.5242 -0.6751 4.0692  0.283
60 C 2.0547 -1.3007 5.2125  -0.762
61 C 1.3722 -1.2156 6.4338  -0.348
62 C 0.1710 -0.4995 6.5148  -0.539
63 C -0.3584 0.1105 5.3637  -0.464
64 H 2.0693 -0.7197 3.1209  0.192
65 H 2.9996 -1.8539 5.1452  0.377
66 H 1.7721 -1.7062 7.3214  0.358
67 H -0.3677 -0.4085 7.4683  0.342
68 H -1.2843 0.6863 5.4112  0.416

The value obtained for the HOMO energy (alpha / beta) is -0.0447 / -0.0264 Ha. As for the charge: -1. Its energy relative to the best compared isomer or geometry (same formula, charge and spin) is 119.5 kcal per mole. The calculation puts the orbital gap (alpha / beta) at 3.862 / 3.376 eV.

---

Density functional theory data (ωB97M-V with the def2-TZVPD basis set) for 9 unconnected molecules or ions with the total composition C41H52F40O13S4.

Each line ends with the Mulliken charge.
CARTESIAN COORDINATES (ANGSTROEM)
1 F 14.5854 -14.2558 -6.2041  0.060
2 C 15.6724 -13.7108 -6.7781  -0.379
3 F 16.6380 -14.6713 -6.8182  -0.095
4 C 15.4313 -13.1858 -8.2178  1.105
5 F 15.2311 -14.2948 -8.9799  -0.256
6 F 16.5274 -12.5582 -8.6608  -0.320
7 C 14.2003 -12.2800 -8.2174  -1.024
8 O 14.4234 -11.1589 -7.3895  -0.350
9 C 13.3697 -10.2701 -7.2590  0.774
10 F 13.2636 -9.6700 -8.4679  -0.314
11 F 12.2403 -10.9128 -6.9279  -0.154
12 C 13.7188 -9.1830 -6.2298  0.136
13 F 12.6423 -8.4407 -5.9163  -0.251
14 F 14.3347 -9.7279 -5.1354  -0.231
15 H 15.9904 -12.8191 -6.2212  0.278
16 H 13.2792 -12.7977 -7.9533  0.330
17 H 14.1212 -11.9444 -9.2586  0.431
18 H 14.4850 -8.4981 -6.6160  0.230
19 F 18.0163 -18.4516 -6.2546  -0.188
20 C 19.0055 -19.1387 -6.9240  -0.167
21 F 18.3779 -19.9408 -7.8030  -0.131
22 C 19.9758 -18.1769 -7.5962  1.057
23 F 21.0316 -18.8384 -8.1225  -0.314
24 F 20.4485 -17.3540 -6.6150  -0.330
25 C 19.3667 -17.3116 -8.7049  -0.221
26 O 20.2164 -16.2083 -9.0061  -0.457
27 C 19.5348 -15.0896 -9.4544  0.952
28 F 18.6377 -15.4298 -10.4092  -0.253
29 F 18.8494 -14.5286 -8.4479  -0.216
30 C 20.5844 -14.1386 -10.0460  0.150
31 F 21.1263 -14.6902 -11.1706  -0.257
32 F 20.0244 -12.9512 -10.3923  -0.252
33 H 19.5515 -19.6644 -6.1321  0.270
34 H 18.3503 -16.9748 -8.4927  -0.124
35 H 19.2645 -17.9318 -9.5983  0.319
36 H 21.4427 -13.9814 -9.3826  0.260
37 F 7.6445 -9.1071 -4.6932  -0.245
38 C 7.1442 -9.9873 -3.7893  0.232
39 F 6.5228 -9.2628 -2.7856  -0.294
40 C 6.1898 -10.9838 -4.4188  0.897
41 F 5.2400 -10.4123 -5.1727  -0.293
42 F 5.6217 -11.7602 -3.4597  -0.286
43 C 7.0081 -11.9288 -5.3276  -0.871
44 O 8.1032 -12.5836 -4.7187  -0.368
45 C 9.2712 -12.5360 -5.4144  0.824
46 F 9.0957 -13.0539 -6.6499  -0.291
47 F 9.8014 -11.3129 -5.5334  -0.231
48 C 10.2417 -13.4421 -4.6424  0.150
49 F 9.8029 -14.7162 -4.4812  -0.292
50 F 11.4665 -13.5062 -5.2119  -0.076
51 H 7.9883 -10.4430 -3.2579  0.185
52 H 7.3775 -11.3101 -6.1545  0.350
53 H 6.3261 -12.5820 -5.8767  0.431
54 H 10.3331 -13.0744 -3.6136  0.156
55 F 13.8817 -25.0602 -5.1011  -0.286
56 C 13.1449 -24.7902 -3.9915  0.134
57 F 13.6899 -23.6354 -3.4975  -0.246
58 C 11.6071 -24.7581 -4.2381  0.887
59 F 11.3111 -25.8976 -4.9013  -0.306
60 F 11.2889 -23.7059 -5.0328  -0.174
61 C 10.8129 -24.6125 -2.9474  -0.987
62 O 11.1876 -25.5068 -1.9028  -0.373
63 C 10.4314 -25.3425 -0.7423  0.869
64 F 10.6047 -24.1197 -0.2198  -0.286
65 F 9.1291 -25.4659 -1.0449  -0.290
66 C 10.9191 -26.4221 0.2330  0.220
67 F 12.2403 -26.2998 0.4455  -0.233
68 F 10.2699 -26.3575 1.4192  -0.269
69 H 13.3467 -25.5679 -3.2447  0.329
70 H 9.7989 -24.8989 -3.2372  0.415
71 H 10.8906 -23.5757 -2.6235  0.411
72 H 10.6847 -27.4022 -0.1954  0.239
73 F 15.1089 -20.0193 -5.0857  -0.312
74 C 14.6927 -20.1935 -6.3635  0.210
75 F 15.6456 -20.9053 -7.0132  -0.071
76 C 13.2818 -20.7688 -6.3394  0.998
77 F 13.3533 -22.0052 -5.7651  -0.317
78 F 12.8065 -21.0411 -7.5838  -0.198
79 C 12.3684 -19.8561 -5.4811  -1.030
80 O 12.5714 -18.4944 -5.7403  0.145
81 C 11.7276 -17.7578 -6.5286  0.436
82 F 11.6322 -18.3682 -7.7416  -0.220
83 F 10.5131 -17.6981 -5.9816  -0.329
84 C 12.2724 -16.3394 -6.7664  0.751
85 F 13.4695 -16.3632 -7.4046  0.016
86 F 11.3666 -15.6237 -7.4766  -0.326
87 H 14.6291 -19.2191 -6.8611  -0.106
88 H 12.5613 -20.1210 -4.4460  0.468
89 H 11.3590 -20.1714 -5.7561  0.217
90 H 12.4667 -15.7427 -5.8719  -0.351
91 O 19.4232 -23.4784 -11.5527  -0.689
92 S 18.1254 -23.7173 -10.9436  1.229
93 O 16.9097 -23.8408 -11.7495  -0.689
94 C 18.2334 -25.2202 -9.9088  -0.746
95 C 17.8352 -24.7915 -8.4874  -0.778
96 C 18.2645 -23.3536 -8.3052  -0.350
97 C 17.8226 -22.5612 -9.5213  -0.436
98 H 19.3240 -25.3108 -9.8826  0.330
99 H 17.8276 -26.1033 -10.3883  0.441
100 H 16.7490 -24.8682 -8.3802  0.280
101 H 18.2440 -25.4674 -7.7376  0.417
102 H 19.3382 -23.2776 -8.1172  0.395
103 H 17.8011 -22.9325 -7.4101  0.179
104 H 18.1790 -21.5566 -9.7327  0.378
105 H 16.7311 -22.5671 -9.5860  0.035
106 O 17.6624 -19.0547 -10.5519  -0.508
107 S 16.5064 -18.5111 -11.2627  1.150
108 O 16.5608 -18.0309 -12.6289  -0.770
109 C 15.2752 -19.8500 -11.2090  -1.103
110 C 14.2708 -19.4616 -10.1111  0.553
111 C 14.1863 -17.9505 -10.1823  -0.133
112 C 15.6070 -17.4056 -10.1463  -0.359
113 H 15.7355 -20.8322 -11.2029  0.426
114 H 14.7266 -19.6583 -12.1344  0.396
115 H 13.3636 -20.0482 -10.2638  0.399
116 H 14.5899 -19.8110 -9.1251  -0.619
117 H 13.5771 -17.5912 -9.3551  -0.622
118 H 13.6526 -17.6295 -11.0795  0.504
119 H 16.1033 -17.4789 -9.1776  -0.062
120 H 15.8055 -16.3791 -10.4537  0.656
121 O 7.0874 -19.5343 -7.7433  -0.652
122 S 7.4354 -20.9321 -7.7176  1.100
123 O 6.9391 -21.8087 -6.6563  -0.653
124 C 7.0464 -21.6704 -9.3634  -0.787
125 C 8.2973 -22.4864 -9.7104  -0.794
126 C 9.5282 -21.7271 -9.2179  -0.659
127 C 9.2424 -21.1312 -7.8553  0.787
128 H 7.0212 -20.8429 -10.0746  0.331
129 H 6.0567 -22.1144 -9.3219  0.447
130 H 8.2604 -23.4679 -9.2354  0.342
131 H 8.2879 -22.5663 -10.7970  0.365
132 H 9.6893 -20.8832 -9.8931  0.340
133 H 10.4130 -22.3603 -9.2454  0.325
134 H 9.7696 -20.1762 -7.8100  -0.534
135 H 9.5899 -21.6255 -6.9469  0.052
136 O 13.6066 -16.1938 -1.0279  -0.749
137 S 14.0121 -15.9424 -2.3916  1.046
138 O 13.1468 -16.3144 -3.4851  -0.427
139 C 14.6226 -14.2324 -2.5811  -0.306
140 C 16.0879 -14.3399 -3.0083  -0.699
141 C 16.4354 -15.7569 -3.4905  0.135
142 C 15.5826 -16.7500 -2.7105  -0.671
143 H 14.3800 -13.7593 -1.6298  0.456
144 H 13.9227 -13.7426 -3.2609  -0.032
145 H 16.2804 -13.6756 -3.8523  0.193
146 H 16.7320 -13.9938 -2.2004  0.377
147 H 17.4959 -15.9871 -3.4447  0.530
148 H 16.0797 -15.8534 -4.5179  -0.367
149 H 16.0263 -17.0140 -1.7484  0.348
150 H 15.3861 -17.6855 -3.2315  0.172

The value obtained for the HOMO energy is -0.3673 Ha. As for the charge: 0. The SMILES is FC(F)C(F)(F)COC(F)(F)C(F)F.FC(F)C(F)(F)COC(F)(F)C(F)F.FC(F)C(F)(F)COC(F)(F)C(F)F.FC(F)C(F)(F)COC(F)(F)C(F)F.FC(F)C(F)(F)COC(F)(F)C(F)F.O=S1(=O)CCCC1.O=S1(=O)CCCC1.O=S1(=O)CCCC1.O=S1(=O)CCCC1. Its energy relative to the best compared isomer or geometry (same formula, charge and spin) is 34.1 kcal per mole. The calculation puts the orbital gap at 10.159 eV.

---

Quick rundown of max |F|, same order as above: 3.7, 1.7, 4.5, 2.5 eV/Å
Quick rundown of DFT total energy, same order as above: -17987.04389, -188644.21033, -72927.12351, -222016.84012 eV